{
  "formula": "C4H5ClN2S",
  "method": "wB97M-V/def2-TZVPD",
  "symbols": ["C", "H", "Cl", "H", "N", "C", "S", "H", "H", "C", "C", "N", "H"],
  "coordinates": [[-0.4905, -0.0924, -0.3120], [-0.9309, -0.4837, 1.6437], [-2.7889, -1.4301, 0.1032], [1.0765, 0.0263, 2.6774], [-0.1874, -0.1525, 1.0456], [0.5383, 0.6523, -1.1289], [2.2109, 0.1240, -0.7137], [0.4000, 1.7429, -0.9352], [0.3485, 0.4833, -2.2047], [1.0717, 0.0428, 1.5934], [-1.5926, -0.6000, -0.8443], [2.1771, 0.1891, 0.9851], [-1.8326, -0.5019, -1.9096]],
  "forces_ev_per_angstrom": [[0.9, 0.1, 0.2], [0.2, 0.1, 0.1], [0.1, 0.1, 0.0], [0.0, 0.0, 0.0], [-0.1, -0.1, -0.1], [-0.8, 0.6, -0.3], [-0.1, 0.0, 0.2], [0.3, -0.7, -0.1], [0.3, 0.0, 0.5], [-0.3, -0.2, -0.3], [-0.4, 0.0, -0.7], [0.0, 0.0, -0.2], [0.1, -0.1, 0.6]],
  "nbo_charge": [0.149, 0.419, -0.025, 0.187, -0.615, -0.607, 0.432, 0.229, 0.249, 0.257, -0.287, -0.614, 0.227],
  "smiles": "Cl/C=C1/CSN=CN1",
  "homo_ha": -0.300,
  "spin_multiplicity": 1,
  "total_charge": 0
}

---

{
  "formula": "C4H5ClO2",
  "method": "wB97M-V/def2-TZVPD",
  "symbols": ["C", "C", "H", "H", "C", "C", "H", "Cl", "O", "H", "H", "O"],
  "coordinates": [[-0.4875, 1.7554, -1.0793], [0.0446, -0.3839, -0.0478], [1.2580, -0.5452, 1.6395], [0.7670, -2.2242, 0.7993], [0.1456, 0.9716, -0.1068], [0.5155, -1.1826, 1.0922], [-0.2836, -1.3390, 1.8441], [1.0639, 1.7623, 1.1572], [-0.4708, -0.9724, -1.1301], [-0.9503, -1.8673, -1.0678], [-1.2153, 1.1200, -1.6945], [-0.3871, 2.9052, -1.4059]],
  "forces_ev_per_angstrom": [[-2.2, -0.7, -3.1], [-0.4, 0.6, -0.1], [-0.2, -1.4, -0.6], [0.6, 0.9, 0.1], [1.4, -1.0, 2.2], [-0.1, -0.4, 1.2], [0.0, 0.3, -0.4], [-0.1, 0.4, -0.2], [-1.4, -2.1, -1.0], [1.4, 2.0, 0.6], [0.6, 0.4, 0.7], [0.6, 0.9, 0.7]],
  "nbo_charge": [0.373, 0.418, 0.273, 0.233, -0.257, -0.713, 0.246, -0.007, -0.671, 0.507, 0.115, -0.516],
  "smiles": "C/C(O)=C(\\Cl)C=O",
  "homo_ha": -0.337,
  "spin_multiplicity": 1,
  "total_charge": 0
}

---

{
  "formula": "C4H5ClS",
  "method": "wB97M-V/def2-TZVPD",
  "symbols": ["Cl", "H", "H", "C", "C", "S", "C", "H", "H", "H", "C"],
  "coordinates": [[2.4569, 0.0981, -0.6694], [-0.3743, 2.0184, -0.2446], [-0.0743, 0.7343, -1.5452], [0.9151, 0.2005, 0.1902], [-0.2199, 0.9544, -0.5139], [-2.7415, -0.0833, 0.5165], [-0.0220, -1.0579, 0.3223], [0.0764, -1.6921, 1.2292], [1.1351, 0.5906, 1.2150], [0.0437, -1.6492, -0.5837], [-1.1951, -0.1138, 0.0836]],
  "forces_ev_per_angstrom": [[0.0, -0.2, -0.1], [0.0, -0.7, -0.5], [-0.2, 0.4, -1.1], [-0.4, -0.2, 1.6], [-0.5, -0.3, 1.6], [0.4, -0.1, -0.2], [0.5, 0.4, 0.1], [-0.4, 0.5, -0.6], [-0.2, -0.2, -0.9], [0.3, -0.4, -0.2], [0.6, 0.8, 0.4]],
  "nbo_charge": [-0.040, 0.241, 0.238, -0.198, -0.486, 0.092, -0.490, 0.242, 0.220, 0.241, -0.059],
  "smiles": "S=C1CC(Cl)C1",
  "homo_ha": -0.325,
  "spin_multiplicity": 1,
  "total_charge": 0
}

---

{
  "formula": "C4H5ClS2",
  "method": "wB97M-V/def2-TZVPD",
  "symbols": ["C", "H", "S", "C", "H", "H", "H", "Cl", "C", "H", "S", "C"],
  "coordinates": [[-2.4058, 0.2605, -0.0179], [0.8286, 0.3152, 0.9076], [-0.7447, 2.4923, 0.6210], [-2.2654, 1.3941, 0.6019], [-2.9775, 1.7536, 1.3210], [0.3360, -1.3082, 0.1912], [-0.1455, -0.2783, -2.0186], [-3.4553, -0.9787, -0.4257], [0.1324, 0.3204, -1.0855], [1.8886, -0.8362, -0.2016], [0.2660, 1.9958, -1.0961], [0.8329, -0.4480, 0.0107]],
  "forces_ev_per_angstrom": [[1.6, 0.2, -1.1], [0.3, -2.1, -1.3], [-1.2, -0.8, 0.6], [0.9, 0.1, -0.1], [-0.3, 0.4, 0.2], [-2.0, -2.7, 1.1], [0.5, 1.4, 1.1], [0.1, 0.5, 0.4], [-0.1, -2.6, -0.5], [-1.1, 1.1, -0.1], [-0.7, 0.7, -1.0], [2.0, 3.7, 0.5]],
  "nbo_charge": [-0.045, 0.225, 0.085, -0.456, 0.241, 0.215, 0.235, 0.096, -0.363, 0.224, 0.221, -0.678],
  "homo_ha": [-0.311, -0.290],
  "spin_multiplicity": 1,
  "total_charge": 0
}

---

For the records above, the corresponding energy above the lowest of the compared OMol25 structures with the same formula, charge and spin values read 61.4 30.9 86.1 403.6 kJ/mol.